# 1
{
  "formula": "C8H6Cl6O4",
  "method": "ωB97M-V/def2-TZVPD",
  "species": ["O", "C", "C", "C", "O", "C", "O", "C", "C", "O", "H", "H", "H", "H", "Cl", "C", "Cl", "Cl", "H", "Cl", "C", "Cl", "Cl", "H"],
  "coordinates": [[-0.4709, 0.6870, -0.3790], [-1.0896, 1.2105, -1.2861], [-1.0716, 0.6357, -2.6293], [-1.9582, 1.0626, -3.5493], [-2.0498, 0.4864, -4.7492], [-2.8941, 2.2024, -3.3202], [-3.7653, 2.5248, -4.1006], [-2.7233, 2.9283, -2.0640], [-1.9544, 2.4183, -1.1061], [-1.7750, 3.0375, 0.0672], [-0.4413, -0.2183, -2.8268], [-2.7908, 0.8820, -5.2398], [-3.4049, 3.7598, -1.9495], [-1.2316, 2.5193, 0.6766], [2.9241, -0.6925, 1.6003], [1.6353, -1.8818, 1.2042], [0.9305, -2.5063, 2.6994], [2.3871, -3.2374, 0.3208], [0.8833, -1.3332, 0.6519], [5.1694, -3.9431, 5.1323], [3.7806, -2.8697, 5.0768], [4.0830, -1.4097, 6.0516], [2.2860, -3.6706, 5.6602], [3.5413, -2.5919, 4.0585]],
  "forces_ev_per_a": [[-0.1564, 0.7427, 0.5167], [0.0188, -1.2145, -1.3776], [-0.5805, 0.2312, -0.1505], [0.3244, -0.5556, -0.6668], [-0.0402, -0.0986, -0.0346], [-0.1250, 0.8480, 1.2448], [0.3579, -0.6461, -0.6609], [-0.7128, -0.3816, -0.4291], [1.0692, 0.7205, 1.3153], [-0.6021, 0.3376, 0.0614], [0.0662, -0.0050, 0.0425], [0.0238, 0.1481, 0.1417], [0.2710, 0.1550, 0.2965], [0.1407, -0.3673, -0.2518], [-0.3700, -0.2030, -0.0789], [0.9607, -0.0545, 0.5474], [-0.1057, 0.1642, -0.1601], [-0.4978, 0.4993, -0.0748], [-0.0244, -0.3036, -0.3127], [-0.1621, 0.0251, -0.1041], [-0.6209, 0.0722, 0.5159], [-0.0466, -0.2675, -0.3626], [0.4677, 0.0035, 0.0455], [0.3439, 0.1501, -0.0632]],
  "smiles": "O=C1C=C(O)C(=O)C=C1O.ClC(Cl)Cl.ClC(Cl)Cl",
  "e_lumo_ev": -1.7386,
  "e_homo_ev": -9.93,
  "e_above_lowest_kcal_mol": 0.00,
  "spin_multiplicity": 1
}

# 2
{
  "formula": "C8H6F4N4O",
  "method": "ωB97M-V/def2-TZVPD",
  "species": ["O", "C", "F", "C", "C", "N", "N", "C", "C", "C", "C", "F", "C", "F", "F", "N", "N", "H", "H", "H", "H", "H", "H"],
  "coordinates": [[1.8588, 3.0690, -0.8079], [0.9239, 4.0328, -0.9556], [1.3626, 5.4454, -1.0574], [-0.6751, 3.6456, -1.0771], [-0.9048, 2.1030, -0.4566], [-0.5228, 1.9663, 0.9164], [-0.6599, 0.7547, 1.3864], [-1.1637, -0.1852, 0.4312], [-1.2853, -1.7531, 1.0180], [0.1727, -2.4483, 1.2983], [1.1845, -2.4902, 0.0091], [1.4508, -1.3530, -0.9279], [1.9786, -3.7514, -0.2776], [3.3378, -3.9218, 0.3549], [1.4885, -4.8058, -1.1991], [-1.5854, -0.0391, -0.9290], [-1.4484, 1.1726, -1.3992], [-1.0311, 3.7096, -2.2145], [-1.3132, 4.4027, -0.4490], [-1.8166, -1.6509, 2.0820], [-1.9963, -2.4204, 0.3709], [0.6979, -1.9219, 2.2182], [-0.0532, -3.5607, 1.6654]],
  "forces_ev_per_a": [[-6.6430, 7.4277, -1.0787], [5.2253, -4.8973, 0.5196], [-1.7175, -4.0985, 0.2772], [0.0780, -0.1226, 0.4082], [0.4948, 1.8537, -0.9531], [-1.3767, -0.3212, -4.0958], [-1.5310, -2.0322, -3.3771], [-0.1738, -2.5691, 0.5740], [-0.2949, 1.1053, 0.7428], [0.5615, 0.0098, -0.0163], [0.9401, -2.7695, -0.4059], [-0.5754, -2.5893, 2.2097], [-1.8712, 3.7857, -0.0013], [-4.2045, -1.3356, -2.8020], [3.2972, 2.6461, 3.5985], [1.3761, 0.4277, 4.0426], [1.7054, 2.3890, 3.3163], [0.9914, -0.2774, 2.5923], [1.3700, -1.4049, -1.2118], [1.2411, -0.1753, -2.2548], [1.6375, 1.5132, 0.8815], [-1.1621, -0.8429, -1.9344], [0.6317, 2.2778, -1.0315]],
  "smiles": "O=C(F)Cc1nnc(CCC(F)=C(F)F)nn1",
  "e_lumo_ev": -3.1541,
  "e_homo_ev": -7.94,
  "spin_multiplicity": 1
}

# 3
{
  "formula": "C8H6F6KN6O5S5",
  "method": "ωB97M-V/def2-TZVPD",
  "species": ["K", "N", "C", "N", "C", "C", "S", "C", "C", "S", "C", "N", "N", "H", "H", "H", "H", "H", "H", "F", "C", "F", "F", "S", "O", "O", "N", "S", "O", "O", "C", "F", "F", "F", "O", "S", "N"],
  "coordinates": [[0.0621, -0.1134, 1.5089], [3.2730, -1.8234, -0.4338], [3.2793, -0.4756, -0.1860], [2.2596, 0.2983, -0.3870], [2.5733, 1.6096, -0.0992], [3.8452, 1.8314, 0.3130], [4.7195, 0.3476, 0.3292], [1.5047, 2.6155, -0.1681], [1.6619, 3.9607, -0.1831], [0.1161, 4.7268, -0.1495], [-0.6307, 3.1572, -0.1086], [0.2015, 2.1686, -0.1392], [-1.9950, 3.0053, -0.1183], [2.3505, -2.1975, -0.6307], [3.8057, -2.3857, 0.2095], [4.2796, 2.7474, 0.6748], [2.5747, 4.5307, -0.1911], [-2.5127, 3.6697, 0.4329], [-2.2790, 2.0424, 0.0274], [-2.3331, 0.3303, -2.7800], [-3.3357, -0.3455, -2.2305], [-4.3259, 0.5122, -1.9523], [-3.7895, -1.2401, -3.1081], [-2.8241, -1.1530, -0.6571], [-2.3266, -0.0625, 0.1532], [-3.9837, -1.8487, -0.1863], [-1.6867, -2.0594, -1.2638], [-0.7621, -2.9641, -0.3906], [0.5147, -3.1435, -1.0201], [-0.7951, -2.6607, 1.0173], [-1.5387, -4.6297, -0.5184], [-2.7691, -4.6255, -0.0132], [-1.6013, -5.0242, -1.7919], [-0.8014, -5.5153, 0.1618], [2.3749, -0.0350, 2.9278], [2.1088, 1.3200, 3.5147], [0.8114, 1.9646, 3.3007]],
  "forces_ev_per_a": [[0.0379, 0.0872, 0.0372], [-0.0047, -0.0054, 0.0037], [0.0362, 0.0435, -0.0345], [-0.0633, -0.0701, 0.0361], [0.0255, 0.0473, 0.0083], [-0.0075, -0.0054, -0.0135], [0.0026, -0.0071, 0.0038], [0.0475, -0.0374, 0.0068], [-0.0224, -0.0150, -0.0033], [-0.0086, 0.0102, -0.0041], [0.0647, 0.0516, -0.0170], [-0.0664, 0.0068, -0.0014], [-0.0152, -0.0334, 0.0029], [0.0023, -0.0028, -0.0051], [-0.0003, 0.0048, 0.0075], [0.0023, -0.0013, 0.0023], [0.0006, 0.0049, 0.0011], [-0.0005, 0.0038, -0.0040], [0.0014, 0.0083, -0.0063], [-0.0299, -0.0124, 0.0055], [-0.0059, 0.0124, -0.0260], [0.0328, -0.0165, -0.0100], [0.0159, 0.0289, 0.0264], [-0.1334, 0.1191, 0.0141], [-0.0736, -0.0552, -0.0144], [0.0150, -0.0068, -0.0220], [0.0225, 0.0039, -0.0438], [0.0536, -0.1332, -0.0625], [-0.0044, -0.0004, -0.0104], [0.0035, -0.0163, 0.0590], [0.0091, -0.0443, 0.0073], [0.0359, 0.0028, -0.0081], [0.0010, 0.0086, 0.0370], [-0.0333, 0.0162, -0.0267], [0.0936, -0.0455, 0.0374], [0.0034, -0.0184, -0.0120], [-0.0382, 0.0665, 0.0288]],
  "e_lumo_ev": 2.3809,
  "e_homo_ev": -5.18,
  "charge": -1,
  "e_above_lowest_kcal_mol": 0.00,
  "spin_multiplicity": 1
}